# 1
Computed, not measured: a 6-piece molecular cluster, C52H70N2O16P2S overall, with ωB97M-V/def2-TZVPD.

Output
- LUMO level (hartree) = -0.0391
- net charge = 0
- E_HOMO (eV) = -8.10
- spin multiplicity = 1
- F_max (eV Å⁻¹) = 4.3
- SMILES string = Cc1ccc(C(C)C)c(OCc2nc3cc(P(C)O)c(C[C@H](C)OCc4ccccc4)c(P(O)(O)=S)c3nc2CCO)c1.O=C1CCCO1.O=C1CCCO1.O=C1CCCO1.O=C1CCCO1.O=C1CCCO1
- E_tot (hartree) = -4417.65591
- HOMO-LUMO gap (eV) = 7.04

Structure (XYZ):
```
143
Properties=species:S:1:pos:R:3:forces:R:3:mulliken_charge:R:1
H 3.202 6.300 0.875 0.49 -1.16 -0.30 0.314
C 4.694 2.585 -0.183 -0.86 3.55 -0.04 1.179
H -13.136 0.839 0.815 -0.03 -0.13 -0.32 0.294
C 3.429 -3.143 5.626 -0.40 -0.46 0.13 0.073
N 2.690 0.736 -1.582 -1.90 -2.51 2.87 -0.350
H -5.552 3.462 -2.090 -0.30 -1.12 0.23 0.427
H -11.502 1.485 2.383 0.05 -0.05 -0.03 0.273
C 2.379 4.320 2.646 -0.36 -0.60 -1.23 -1.376
C -11.173 0.674 1.727 -0.17 -0.22 0.40 -0.522
H 1.663 -4.824 -2.436 -0.01 -0.01 0.06 0.261
H -2.925 -3.556 5.383 0.01 -0.09 0.12 0.284
H -3.336 0.357 -3.928 0.59 -0.16 1.10 0.099
C 2.916 -3.113 1.265 0.74 0.60 0.24 0.251
H 5.343 1.701 -3.169 -0.30 1.25 -0.01 0.163
C -0.623 -5.762 -1.029 0.20 -0.49 -0.28 0.128
H -9.304 0.179 0.720 -0.02 0.03 -0.02 0.265
O -1.749 -1.904 1.118 -0.55 0.52 -1.45 -0.366
C 9.433 -0.926 -0.472 -0.19 -0.31 0.10 -0.298
H -0.164 -6.302 -3.109 0.09 0.04 0.04 0.329
H -1.618 -2.868 0.969 0.08 0.62 0.15 0.071
H -4.126 2.335 -3.214 0.55 -0.43 1.13 0.630
C -2.083 1.131 -6.058 -1.40 0.58 0.38 -0.974
H 1.386 4.650 2.210 1.03 -0.21 0.66 0.323
H 9.710 -1.966 -0.296 0.07 0.06 -0.23 0.321
C -2.180 -4.287 5.062 0.26 -0.04 -0.47 -0.497
C -0.494 -3.034 3.986 0.17 0.52 -0.59 0.555
C 3.621 5.299 0.595 1.10 -2.79 -0.85 -0.761
H -2.365 -3.543 3.003 0.06 0.04 0.07 0.290
C 4.460 5.121 -0.603 -0.63 -1.93 1.46 -0.855
H -10.959 2.384 -4.593 1.14 -0.27 0.40 0.347
C 4.997 3.794 -0.998 -1.40 0.73 0.80 0.299
O -0.816 -4.545 7.050 0.44 0.21 -0.30 -0.599
H 8.947 1.846 -0.013 0.11 0.09 -0.02 -0.331
H -11.101 -0.234 2.327 0.08 0.05 -0.04 0.318
C 4.537 -1.239 5.030 0.06 0.63 -0.22 0.573
C -1.628 -3.971 3.682 -0.53 -0.45 -0.39 -0.363
H 4.679 6.006 -1.255 -0.16 -1.04 0.68 0.266
H -6.356 2.702 -0.675 0.03 -0.22 -1.19 0.354
O -10.243 1.825 -0.090 -0.27 0.07 -0.03 -0.216
H 7.442 3.527 -0.794 0.19 -0.54 -1.00 0.297
C 3.819 -0.921 6.318 0.09 -0.41 0.38 -0.418
H 4.451 -0.335 6.984 -0.10 0.24 -0.25 0.341
H 5.976 4.788 -2.692 -0.40 -0.94 0.30 0.635
C 3.538 -2.304 6.879 -0.11 0.04 0.44 -0.606
H -12.102 -0.444 0.109 -0.11 0.07 -0.07 0.272
H 0.299 -7.498 -1.896 0.04 0.06 -0.05 0.274
C 7.318 3.242 -1.872 -0.49 1.12 -0.74 -1.289
C -1.070 -0.351 -1.297 -0.03 2.25 -1.24 1.314
H 2.751 5.121 3.332 -0.20 -0.81 -0.60 0.352
C -7.378 2.401 -2.629 -2.19 0.03 -0.96 0.354
O 5.208 1.379 -0.649 -1.04 0.29 0.79 -0.008
H -3.732 3.260 -0.666 0.48 -0.84 -0.75 0.459
H -1.729 4.254 -4.402 -0.45 -0.58 0.08 0.351
C 3.855 2.788 1.007 0.20 0.61 -0.65 -0.829
O -12.069 1.973 -1.410 0.34 0.18 0.27 -0.544
H 2.403 -3.782 2.004 0.09 0.71 -0.77 0.042
H 8.431 -0.895 -0.910 0.03 0.03 0.00 0.144
H 0.299 -3.096 3.239 0.06 0.02 0.14 -0.445
H -1.069 -4.829 -1.379 -0.07 -0.02 0.14 -0.320
H -3.179 1.426 -6.005 1.08 -0.56 -0.08 0.259
C -9.868 1.053 1.058 0.28 -0.08 0.22 -0.449
H 2.173 -1.462 2.573 0.45 0.28 -0.97 0.204
O -3.667 -0.410 0.050 2.06 -1.43 -0.10 -0.416
C 3.321 4.091 1.400 0.89 1.09 -1.19 0.430
H 2.650 -2.350 7.508 0.01 -0.09 -0.12 0.335
C -1.635 0.393 -2.451 1.91 -0.88 1.08 -0.394
H 4.774 -3.181 2.006 -0.54 -0.27 -0.35 0.340
H -6.795 0.664 -3.948 -0.95 0.79 0.34 0.311
C -12.120 0.555 0.547 0.11 0.11 0.53 -0.428
H 8.037 3.846 -2.491 -0.36 -0.80 0.69 0.350
H 3.868 -1.243 1.898 -1.09 -0.04 -0.10 -0.033
C 4.592 0.236 -0.055 -0.35 -0.68 0.04 -0.988
H -8.278 4.163 -1.554 -0.12 -0.89 -0.75 0.275
H 2.514 -3.249 0.222 0.33 -0.13 1.28 -0.024
C 0.416 -0.274 -0.948 -0.58 0.05 -0.29 0.014
H 2.421 -3.130 5.205 0.05 -0.01 0.05 -0.161
C 3.067 0.067 -0.469 1.05 0.29 0.39 0.375
C -3.093 2.499 -1.206 -0.56 0.26 -0.08 -1.200
C -6.086 2.517 -1.762 -0.65 0.51 0.24 -0.614
H -1.391 -6.434 -0.648 -0.10 0.31 0.15 0.371
O 4.309 -3.500 1.208 -0.25 0.31 0.06 -0.693
O 1.647 -5.495 -0.485 -0.28 -0.04 0.37 -0.333
H 10.483 1.861 0.911 -0.08 0.23 -0.25 0.363
O 10.354 -0.333 -1.398 0.15 0.20 0.00 -0.377
H 3.577 1.898 1.632 0.26 1.09 -0.61 0.143
O -2.248 3.435 -4.281 0.74 -1.00 -0.47 -0.553
C -11.524 1.534 -0.437 -0.37 -0.13 -0.62 0.442
C 9.538 -0.089 0.786 -0.17 0.02 0.46 -0.498
H 4.391 -2.640 7.477 -0.06 0.01 -0.04 0.309
H -0.825 -1.994 4.065 0.01 -0.02 -0.01 0.211
H 5.925 2.942 -4.343 -0.70 -0.18 0.90 0.409
C -0.944 -4.146 5.927 -0.46 -0.11 0.55 0.320
O -5.250 1.355 -1.798 0.61 0.61 -0.64 -0.392
H 4.736 0.304 1.055 -0.34 -0.19 -0.94 0.386
H -1.983 0.029 -5.884 0.04 1.02 -0.18 0.361
H 7.482 2.154 -2.079 -0.22 0.95 0.40 0.242
P -1.172 2.208 -4.817 1.41 0.67 -0.02 0.079
H -1.241 -4.886 3.226 0.01 0.13 -0.03 0.179
N 0.882 -0.978 0.170 2.55 1.62 -1.28 -0.192
C -3.156 0.382 -2.817 -0.59 0.69 0.43 -1.268
C -8.454 3.388 -2.344 -0.31 -1.11 -1.23 -0.224
H 2.161 3.367 3.199 0.45 0.92 -0.40 0.266
C -9.968 2.377 -4.076 2.13 0.36 1.25 -0.345
H -3.718 -0.481 -2.384 0.79 0.67 -0.44 0.193
C 1.573 -5.769 -1.893 0.20 -0.09 -0.44 -0.459
C -0.684 1.192 -3.300 0.66 -1.01 1.61 0.521
C 0.225 -6.426 -2.099 -0.25 -0.25 -0.29 -0.610
C 2.221 -0.798 0.409 -1.22 0.56 -0.14 -0.486
H 2.899 -0.381 6.087 0.10 0.10 -0.02 0.233
H -9.137 0.681 -5.223 0.54 0.68 0.95 0.306
H -2.585 -5.296 5.116 -0.07 0.13 0.30 0.323
C -7.596 1.403 -3.690 -1.79 1.74 0.61 -0.342
H -1.738 1.447 -7.079 -0.11 -0.49 1.07 0.331
C 2.821 -1.554 1.663 -0.49 -0.83 -1.24 0.570
C 10.588 0.960 -1.044 0.06 0.70 -0.26 0.515
H -4.398 -1.067 0.082 0.32 0.54 -0.10 0.345
H -2.282 3.084 -1.717 -0.58 -0.74 0.57 0.255
H 3.725 -4.177 5.800 0.08 0.07 -0.26 0.343
C 1.331 0.530 -1.779 -2.26 0.89 -1.93 -0.034
C 0.725 1.249 -2.961 -1.56 -0.72 0.50 -0.736
H 1.411 1.863 -3.608 -0.75 -0.74 0.83 0.269
C -8.898 1.410 -4.407 -0.23 1.61 1.44 -0.552
P -2.324 -1.345 -0.326 -0.28 -0.75 -0.02 0.706
C -9.743 3.402 -3.036 2.10 -1.95 -0.66 -0.557
H 2.396 -6.422 -2.183 0.08 0.15 0.23 0.345
H 8.638 -0.121 1.401 0.02 -0.06 -0.08 0.320
O 0.157 -5.149 1.177 0.43 0.04 -0.13 -0.511
H -9.232 1.651 1.710 0.03 0.08 -0.23 0.310
H -10.534 4.148 -2.762 0.96 -0.95 -0.34 0.302
H 10.375 -0.439 1.396 -0.07 -0.02 -0.04 0.275
H -2.689 1.822 -0.402 -0.31 0.66 -1.00 0.162
O 0.014 -3.448 5.254 0.02 -0.33 0.58 -0.273
O 4.324 -2.533 4.679 0.27 0.34 -0.10 -0.298
C 9.853 1.290 0.233 0.04 -0.42 0.40 0.186
H 5.132 -0.697 -0.399 -0.36 1.15 0.23 0.551
C 5.847 3.742 -2.310 0.51 -1.29 1.17 0.211
O 5.179 -0.468 4.369 -0.04 -0.51 -0.20 -0.629
S -2.826 -2.884 -1.437 -0.10 0.32 0.43 -0.358
C 0.396 -5.445 0.034 -0.38 0.27 0.19 0.390
C -3.928 1.699 -2.297 0.51 0.53 -0.06 0.538
H 4.224 3.079 -3.739 1.01 -0.41 0.50 0.236
O 11.254 1.717 -1.689 -0.02 -0.51 -0.07 -0.589
C 5.271 2.795 -3.428 0.46 0.49 -0.69 -1.247
```
Forces are in eV/Å.


# 2
Computed, not measured: the molecule C6H11N, with ωB97M-V/def2-TZVPD.

Output
- LUMO level (spin up / spin down) (hartree) = 0.0349 / -0.0285
- net charge = 0
- E_HOMO (spin up / spin down) (eV) = -6.26 / -10.62
- spin multiplicity = 3
- F_max (eV Å⁻¹) = 6.2
- E_tot (hartree) = -289.75125
- energy relative to the best compared isomer or geometry (same formula, charge and spin) (kcal/mol) = 22.6
- HOMO-LUMO gap (spin up / spin down) (eV) = 7.21 / 9.85

Structure (XYZ):
```
18
Properties=species:S:1:pos:R:3:forces:R:3:mulliken_spin:R:1
H -2.888 0.299 0.206 0.06 -0.39 -0.38 0.034
H 0.767 1.954 -1.595 0.71 -0.85 0.52 0.029
H 2.201 1.574 -0.486 -0.86 -0.25 -0.87 0.001
C -0.759 -0.320 -0.501 0.71 0.05 -1.95 0.099
H 0.209 -2.318 -0.653 -2.20 1.02 0.84 0.000
C 0.932 0.327 1.378 2.17 -1.00 0.98 0.013
N -1.400 1.621 0.424 -3.27 0.79 0.39 0.983
H -0.555 -1.822 0.926 -0.70 -0.80 -1.38 -0.002
C 1.302 1.134 -1.011 0.51 0.56 -0.32 0.017
C 0.396 0.580 0.055 3.15 -3.87 -3.60 0.762
H 0.600 -0.664 1.750 0.42 0.35 -0.07 0.015
C -1.824 0.505 0.040 -1.86 2.35 1.88 -0.079
C -0.791 -1.841 -0.194 2.94 -1.12 1.07 0.038
H 1.690 0.360 -1.786 -0.70 1.06 1.22 0.041
H 2.163 0.308 1.374 -3.21 0.38 0.32 0.016
H 0.463 1.009 2.097 0.69 0.35 0.26 0.048
H -0.883 -0.098 -1.609 0.60 -0.61 0.93 -0.018
H -1.621 -2.609 -0.415 0.84 1.97 0.15 0.003
```
Forces are in eV/Å.


# 3
Computed, not measured: an isolated ion of composition C16H22N3O and charge +1, with ωB97M-V/def2-TZVPD.

Output
- LUMO level (hartree) = -0.1608
- net charge = +1
- E_HOMO (eV) = -11.55
- spin multiplicity = 1
- F_max (eV Å⁻¹) = 1.4
- SMILES string = CC(=O)NCCCCc1cccc2c[n+](CN)ccc12
- E_tot (hartree) = -862.17315
- energy relative to the best compared isomer or geometry (same formula, charge and spin) (kcal/mol) = 0.0
- HOMO-LUMO gap (eV) = 7.18

Structure (XYZ):
```
42
Properties=species:S:1:pos:R:3:forces:R:3:mulliken_charge:R:1
H 3.347 -0.757 1.340 -0.01 0.32 0.08 0.199
H -3.596 -0.805 -0.428 -0.32 -0.03 0.14 0.376
H 2.106 2.738 -0.681 0.12 -0.09 -0.21 0.526
C -1.278 1.918 0.918 0.04 0.28 0.30 0.490
H 1.482 -1.862 0.388 -0.23 0.02 0.20 0.305
C 1.891 -0.317 -1.792 -0.13 -0.34 -0.69 -0.179
C 1.621 -2.500 -0.480 0.65 0.01 -0.63 -0.650
H -4.624 -0.603 2.050 0.22 -0.14 0.11 0.420
H -2.872 2.172 2.359 -0.03 0.09 0.15 0.402
C 0.755 3.155 0.893 -0.26 0.27 0.58 -0.856
H 3.078 -3.951 -0.701 -0.08 -0.12 0.12 0.267
C 1.150 2.471 -0.259 0.08 -0.11 -0.14 -0.325
C 0.378 1.500 -0.849 -0.36 -0.08 0.06 0.522
H 0.224 -1.728 -1.940 -0.16 0.06 0.09 0.470
O 3.910 -3.629 1.511 0.38 -0.56 0.25 -0.561
C 3.717 -2.742 0.728 -0.17 -0.08 -0.16 0.459
H 1.406 3.895 1.328 0.15 0.12 -0.04 0.425
C -1.759 0.204 -0.703 -0.11 0.27 0.35 -0.848
C 1.299 -1.736 -1.761 0.17 -0.09 0.38 -0.820
N -3.322 0.698 1.018 0.46 -0.03 -0.02 0.120
C 4.190 -1.339 0.978 0.01 -0.10 -0.35 -0.924
H 0.989 -3.377 -0.398 -0.26 -0.05 0.21 0.355
N -5.770 0.525 0.767 0.92 -0.26 0.13 -0.525
H 2.609 -0.297 -2.606 0.21 0.11 -0.05 0.293
H 0.059 0.387 -2.682 -0.22 0.00 -0.06 0.661
C -4.635 0.405 1.655 -1.31 0.18 -0.29 -0.594
H 1.730 -2.320 -2.567 -0.04 -0.08 -0.24 0.396
H 2.464 -0.122 -0.891 -0.03 0.16 0.21 0.169
C -2.517 1.633 1.497 -0.23 -0.16 -0.07 0.107
N 3.036 -2.963 -0.496 -0.20 0.33 0.18 -0.210
C 0.863 0.795 -2.081 0.51 0.09 0.14 -1.580
H -4.778 1.102 2.472 0.37 0.14 0.16 0.284
H -5.675 1.326 0.154 -0.28 0.06 0.01 0.269
H 4.984 -1.352 1.710 -0.01 -0.01 0.31 0.350
C -2.942 -0.030 -0.073 0.56 -0.15 -0.55 -0.716
H -0.748 3.453 2.369 -0.13 0.05 0.15 0.429
C -0.448 2.911 1.489 0.16 -0.20 -0.34 -1.007
H -1.483 -0.371 -1.565 -0.14 -0.24 -0.13 0.272
H -5.884 -0.315 0.216 -0.19 0.09 -0.13 0.279
H 4.574 -0.923 0.052 -0.10 0.22 -0.07 0.359
C -0.868 1.205 -0.234 -0.05 -0.11 -0.06 1.112
H 1.339 1.545 -2.707 0.04 0.14 -0.07 0.482
```
Forces are in eV/Å.